[1]
The following is a DFT calculation (wB97M-V/def2-TZVPD) of 16 unconnected molecules or ions with the total composition C56H102Cl2F24N18O2P4.

HOMO (alpha / beta) ... -0.4829 / -0.4829 Ha
HOMO-LUMO gap (alpha / beta) ... 7.753 / 4.314 eV
E_LUMO (alpha / beta) ... -5.4 / -8.8 eV

```
! wB97M-V def2-TZVPD RIJCOSX def2/J DEFGRID3
* xyz 3 2
C 2.72271 6.65240 2.82267
C 2.84417 7.38405 4.14744
N 3.53507 6.56320 5.04621
C 4.88005 6.64027 5.12689
C 5.35798 5.74169 6.10822
N 4.25551 5.15914 6.66241
C 3.17637 5.70618 6.03549
C 4.28857 4.18800 7.79207
H 2.12912 5.77749 3.08778
H 3.66733 6.29295 2.41451
H 2.22583 7.19060 2.01548
H 1.89535 7.63099 4.62376
H 3.35917 8.32802 3.96913
H 5.41366 7.35937 4.52311
H 6.31497 5.49938 6.54624
H 2.16889 5.43646 6.31591
H 3.54170 4.61502 8.46135
H 5.25264 4.12458 8.29668
H 3.94496 3.19468 7.50338
C 0.22761 -5.25082 -2.48696
C -0.65954 -6.46319 -2.31042
N -2.02225 -6.06087 -2.37056
C -2.79381 -5.63974 -1.35126
C -4.07686 -5.37235 -1.86436
N -4.06352 -5.65816 -3.20094
C -2.81437 -6.02281 -3.54531
C -5.17991 -5.47736 -4.12817
H 0.18583 -4.66609 -1.56802
H -0.11264 -4.59636 -3.28946
H 1.19330 -5.73939 -2.61678
H -0.51883 -7.06098 -1.40989
H -0.49011 -7.21828 -3.07803
H -2.44887 -5.64805 -0.32786
H -5.00073 -5.04736 -1.40911
H -2.37784 -6.25538 -4.50539
H -5.17419 -4.46381 -4.52914
H -6.13697 -5.71534 -3.66395
H -5.14597 -6.17823 -4.96228
C 3.81437 -5.59755 -0.82982
C 4.41111 -6.17901 0.47949
N 4.56873 -5.07545 1.43324
C 5.57269 -4.23202 1.54126
C 5.42336 -3.38726 2.72773
N 4.18212 -3.68843 3.21021
C 3.72258 -4.80611 2.44921
C 3.47882 -2.89859 4.24161
H 2.76206 -5.33129 -0.73063
H 3.77172 -6.40943 -1.55586
H 4.39102 -4.78989 -1.28066
H 5.43930 -6.48866 0.29232
H 3.70282 -6.89563 0.89528
H 6.33450 -4.26173 0.77631
H 6.02163 -2.61401 3.18660
H 2.79747 -5.26835 2.76050
H 4.09234 -2.60807 5.09443
H 2.51344 -3.31267 4.53263
H 3.20608 -1.95927 3.76059
C 1.81382 2.35931 1.77217
C 2.17358 1.69927 0.44703
N 1.59400 0.36112 0.34791
C 2.05942 -0.73941 0.98685
C 1.15188 -1.76176 0.83311
N 0.05325 -1.30196 0.09833
C 0.35278 0.02970 -0.15021
C -1.22784 -1.93918 -0.12037
H 2.40120 2.01870 2.62485
H 0.84499 2.00608 2.12528
H 1.90565 3.43538 1.91960
H 3.23248 1.62415 0.19970
H 1.79526 2.25317 -0.41214
H 3.07728 -0.67941 1.34288
H 1.17542 -2.82687 1.01027
H -0.38115 0.67967 -0.60330
H -1.67440 -2.21721 0.83429
H -1.00890 -2.80872 -0.74010
H -1.83588 -1.23013 -0.68218
C -0.03900 5.39715 -0.62633
C -0.93424 4.86039 0.58254
N -2.35912 5.34201 0.56080
C -3.52664 4.58589 0.70882
C -4.60567 5.43529 0.70837
N -4.11937 6.74944 0.51155
C -2.74980 6.66295 0.34143
C -4.84968 7.99221 0.47957
H 0.97703 5.02770 -0.48742
H 0.12277 6.47272 -0.55505
H -0.41930 5.13571 -1.61381
H -0.41307 5.13391 1.49997
H -0.98169 3.77527 0.49102
H -3.45349 3.50841 0.69979
H -5.66956 5.26681 0.78687
H -2.07062 7.48864 0.18863
H -4.42161 8.72306 1.16566
H -5.90061 7.83997 0.72546
H -4.85415 8.42744 -0.51976
C -10.70682 0.80999 -1.42910
C -9.80327 -0.14264 -2.25315
N -8.54938 -0.39780 -1.66790
C -7.88016 0.35131 -0.69855
C -6.60330 -0.21861 -0.49366
N -6.49061 -1.26565 -1.35456
C -7.67368 -1.39144 -2.06996
C -5.24962 -1.88206 -1.81846
H -10.10565 1.70139 -1.24990
H -11.15018 0.37716 -0.53233
H -11.59990 1.07465 -1.99520
H -9.54016 0.18924 -3.25751
H -10.40388 -1.00858 -2.53157
H -8.37456 1.18535 -0.22278
H -5.72497 0.00742 0.09272
H -7.72138 -2.08677 -2.89496
H -5.11194 -2.83948 -1.31598
H -4.42898 -1.21029 -1.56672
H -5.33708 -2.05030 -2.89184
C -1.78053 -2.11016 -3.80806
C -1.81253 -2.81224 -5.17296
N -0.86351 -2.22460 -6.07717
C -0.98047 -0.99752 -6.71097
C 0.21653 -0.75402 -7.35860
N 1.03571 -1.85157 -7.16335
C 0.38646 -2.68902 -6.29016
C 2.41310 -2.04715 -7.61875
H -0.77320 -1.95683 -3.42094
H -2.42836 -2.56466 -3.05849
H -2.08224 -1.07889 -3.99121
H -2.81288 -2.85521 -5.60371
H -1.53443 -3.86610 -5.16107
H -1.91698 -0.46674 -6.62374
H 0.52136 0.09369 -7.95430
H 0.66887 -3.67566 -5.95374
H 2.63252 -3.01436 -7.16656
H 2.99296 -1.31824 -7.05257
H 2.48075 -2.09666 -8.70552
C 5.49614 2.11400 -6.38848
C 4.78271 2.76980 -5.19345
N 3.32316 2.58659 -5.22778
C 2.43582 3.02798 -6.20852
C 1.14257 2.75785 -5.72320
N 1.22705 2.27072 -4.42280
C 2.59431 2.19166 -4.13232
C 0.11801 1.93446 -3.45675
H 5.47487 1.02520 -6.43489
H 6.53115 2.45185 -6.44066
H 5.29638 2.54153 -7.37103
H 4.94900 3.84269 -5.29028
H 5.20992 2.36314 -4.27682
H 2.68987 3.19845 -7.24428
H 0.13641 2.85583 -6.10324
H 3.05826 1.87363 -3.21036
H -0.05410 0.85813 -3.45738
H -0.82119 2.22772 -3.92578
H 0.26828 2.33434 -2.45395
C 0.05053 -0.73420 4.23081
C -1.21284 -1.61830 4.27278
N -0.94352 -2.85344 4.97404
C -0.43834 -3.00348 6.26825
C -0.26392 -4.36384 6.47127
N -0.61553 -5.04020 5.30659
C -1.11621 -4.11861 4.42512
C -0.54366 -6.43532 5.13211
H 0.29197 -0.32460 5.21165
H -0.10672 0.14181 3.60154
H 0.91839 -1.24508 3.81378
H -1.53442 -1.74146 3.23860
H -1.93019 -1.15154 4.94779
H -0.14317 -2.13138 6.83281
H 0.04072 -4.88738 7.36542
H -1.36679 -4.36845 3.40473
H 0.13509 -6.61302 4.29795
H -1.50059 -6.92645 4.95557
H -0.03986 -6.84737 6.00647
C 5.03834 0.79564 5.52614
C 5.36141 0.15361 4.18844
O 4.57880 0.29511 3.25035
O 6.39306 -0.59185 4.23148
H 4.25204 1.51635 5.30164
H 5.85796 1.34497 5.98935
H 4.62067 0.15287 6.30105
Cl 0.02136 -5.57752 1.30590
Cl -3.03555 1.31655 -0.96067
P -4.81986 -3.19267 2.26139
F -3.34087 -3.96623 2.18440
F -4.33106 -2.31596 0.96282
F -5.54687 -4.29895 1.29957
F -6.24012 -2.38266 2.41985
F -5.12912 -4.15755 3.56245
F -4.01287 -2.11726 3.17763
P -0.63021 3.98244 4.78168
F 0.03365 4.49280 6.21277
F 0.95092 3.65568 4.48602
F -0.83805 2.44533 5.31980
F -1.10280 3.44022 3.26627
F -2.19237 4.24066 5.07453
F -0.54512 5.53627 4.25711
P 2.74623 -1.52202 -3.28405
F 2.81795 -2.70980 -4.37007
F 3.82861 -0.60870 -4.10762
F 1.52121 -0.84381 -4.15502
F 2.64346 -0.27674 -2.30691
F 1.73869 -2.48821 -2.30163
F 3.97589 -2.19456 -2.47998
P 3.83555 5.41213 -1.88914
F 3.42162 5.45372 -0.30794
F 4.96566 4.23876 -1.73039
F 2.66418 4.34867 -2.13605
F 4.36163 5.34161 -3.50661
F 2.80968 6.62488 -2.28360
F 4.87306 6.64190 -1.64120
*
```

Mulliken population analysis, charges in e, atoms 1 to 8:
1 C -0.661
2 C -0.781
3 N 0.358
4 C -0.304
5 C -0.569
6 N 0.219
7 C -0.442
8 C -0.822

---

[2]
The following is a DFT calculation (wB97M-V/def2-TZVPD) of 13 unconnected molecules or ions with the total composition C56H110O34P4.

HOMO ... -0.2892 Ha
HOMO-LUMO gap ... 7.970 eV
E_LUMO ... 0.1 eV

```
! wB97M-V def2-TZVPD RIJCOSX def2/J DEFGRID3
* xyz 0 1
C -9.77553 -4.25567 6.92096
C -8.57875 -3.56627 7.09543
C -7.38745 -4.20566 7.15670
C -7.34807 -5.65368 7.34109
C -8.52253 -6.39653 7.05208
C -9.76159 -5.66856 6.87512
O -10.88648 -6.29460 6.58708
O -6.23336 -3.51533 7.02821
H -10.76894 -3.86593 6.75470
H -8.79383 -2.50856 7.05842
H -6.40067 -6.12350 7.56045
H -8.40362 -7.45533 6.87547
H -11.65322 -5.73716 6.73865
H -6.42899 -2.59149 6.85540
C -4.04629 -5.15112 -7.17542
C -4.76668 -4.42484 -8.07688
C -5.78348 -5.00305 -8.73826
C -6.16432 -6.31356 -8.52741
C -5.48351 -7.13035 -7.52831
C -4.41368 -6.47535 -6.91875
O -3.72965 -7.21975 -5.99074
O -6.46859 -4.15545 -9.53271
H -3.27183 -4.64839 -6.61518
H -4.44335 -3.45905 -8.43622
H -6.92014 -6.86543 -9.06643
H -5.70988 -8.09897 -7.10769
H -4.30773 -7.68377 -5.38075
H -7.40019 -4.37763 -9.46673
C 8.66089 3.98047 2.14056
C 9.89056 4.21996 1.66335
C 11.00130 3.83487 2.35119
C 10.95437 3.60119 3.67195
C 9.65374 3.45814 4.24886
C 8.53221 3.58738 3.50577
O 7.28977 3.64049 4.09867
O 12.20575 3.74887 1.67289
H 7.78609 4.18862 1.54240
H 9.94471 4.48322 0.61733
H 11.85774 3.36257 4.21360
H 9.50199 3.30894 5.30769
H 6.64374 4.06799 3.53165
H 12.76781 3.29943 2.30827
C -2.07843 3.74720 -6.66919
C -2.55767 2.67579 -5.87162
C -3.74487 2.05324 -6.29293
C -4.47101 2.56352 -7.39483
C -4.00013 3.66619 -8.08273
C -2.76451 4.19129 -7.73241
O -2.27597 5.31957 -8.43028
O -4.23896 0.94555 -5.58734
H -1.09445 4.12546 -6.43446
H -1.99762 2.24137 -5.05674
H -5.33172 1.99148 -7.70846
H -4.48849 4.21222 -8.87630
H -1.61066 5.85986 -7.99778
H -5.17706 0.74201 -5.57506
C 5.77964 3.43240 -6.05249
O 6.85571 3.72493 -6.93223
P 6.52946 4.46275 -8.36987
O 5.62718 5.62182 -8.38459
O 8.00536 4.79383 -8.97242
C 8.30997 4.97756 -10.34255
O 5.93687 3.32723 -9.30070
C 4.51103 2.91356 -9.05028
H 4.92949 4.06940 -6.29659
H 6.10365 3.47622 -5.01269
H 5.55137 2.37081 -6.14744
H 9.18763 4.40235 -10.63742
H 8.54586 6.03346 -10.21012
H 7.41942 4.86521 -10.96093
H 4.16236 3.07624 -8.03044
H 4.56035 1.82704 -8.97864
H 3.98645 3.18877 -9.96525
C -5.40391 5.10383 9.43612
O -4.36873 5.90188 8.88803
P -3.06887 5.24214 8.22200
O -3.29002 3.84162 7.65950
O -1.91240 5.37695 9.37382
C -1.63691 4.19424 10.15706
O -2.54585 6.24476 7.13506
C -1.76476 5.76270 5.99551
H -6.16393 5.75786 9.86357
H -5.09343 4.32584 10.13356
H -6.09496 4.72639 8.68240
H -2.06724 4.18463 11.15847
H -0.55724 4.18045 10.30616
H -1.79500 3.24052 9.65356
H -2.25634 5.88437 5.03029
H -1.36477 4.75939 6.14205
H -0.89351 6.40136 5.85014
C 5.14626 -2.01079 1.01878
O 6.06747 -1.65526 0.02173
P 6.64161 -2.84592 -0.98636
O 6.29731 -4.22561 -0.42541
O 8.21407 -2.55853 -1.20955
C 8.60156 -1.22763 -1.22733
O 5.90472 -2.44680 -2.41516
C 4.60058 -3.04471 -2.74851
H 5.53334 -2.15024 2.02814
H 4.47420 -2.80373 0.69063
H 4.63105 -1.05818 1.14211
H 7.81628 -0.48301 -1.09708
H 8.90622 -0.95470 -2.23767
H 9.37699 -1.03134 -0.48687
H 4.24813 -3.92656 -2.21351
H 4.49858 -3.42699 -3.76416
H 3.93153 -2.19651 -2.60362
C 3.12702 10.39662 2.70194
O 3.23420 9.55834 1.58830
P 4.13180 8.20216 1.50778
O 3.73105 7.14713 2.38983
O 4.03263 7.72496 -0.05371
C 2.73125 7.99316 -0.73536
O 5.63501 8.75810 1.73405
C 5.98288 9.04920 3.08905
H 2.06563 10.58346 2.86513
H 3.52016 11.35648 2.36695
H 3.64160 10.22402 3.64721
H 1.93248 8.21090 -0.02639
H 2.22833 7.27663 -1.38478
H 2.84064 8.89231 -1.34171
H 5.24671 8.72691 3.82546
H 6.10718 10.11613 3.27428
H 6.98128 8.69521 3.34594
C -1.16231 -3.10904 2.54470
O -0.55845 -3.20585 1.23182
C -1.18737 -2.42580 0.17937
C -1.06065 -0.86366 0.26422
O 0.32114 -0.56219 -0.00351
C 0.67318 0.75057 0.36320
H -0.31769 -3.53835 3.08359
H -2.08569 -3.65301 2.74358
H -1.29958 -2.12745 2.99828
H -2.25072 -2.64358 0.07962
H -0.70473 -2.86364 -0.69438
H -1.33903 -0.42427 1.22210
H -1.59521 -0.28085 -0.48589
H 0.42677 0.94019 1.40791
H 0.14254 1.57995 -0.10441
H 1.72155 1.04873 0.37490
C -4.39838 7.84780 -2.29778
O -4.28048 8.23296 -3.66759
C -5.55855 8.72378 -4.26365
C -5.86925 10.23062 -4.04718
O -5.20370 11.05135 -4.95551
C -5.45150 12.42092 -4.79107
H -5.15632 7.07575 -2.16525
H -4.66888 8.68645 -1.65622
H -3.54405 7.37452 -1.81381
H -6.45540 8.13415 -4.07367
H -5.39671 8.64560 -5.33872
H -5.64118 10.47014 -3.00857
H -6.93698 10.31446 -4.24977
H -5.31138 12.67550 -3.74052
H -6.50560 12.57784 -5.01988
H -4.72620 12.93167 -5.42444
C 3.61713 -5.13905 7.45386
O 3.75986 -3.86369 8.04669
C 3.06455 -3.54147 9.22701
C 3.46934 -2.04216 9.67008
O 2.66883 -1.05436 9.16181
C 2.89810 -0.51706 7.86925
H 2.68508 -5.21845 6.89432
H 3.46858 -5.86904 8.24958
H 4.37853 -5.43310 6.73144
H 3.21034 -4.26251 10.03134
H 2.03104 -3.51413 8.88173
H 4.53437 -1.84043 9.55543
H 3.44054 -2.02729 10.75960
H 2.26112 0.35809 7.74084
H 2.51066 -1.24557 7.15702
H 3.90660 -0.11007 7.79581
C 0.84916 -10.01396 1.00016
O 1.90621 -10.65160 0.21064
C 2.13362 -10.06657 -1.09653
C 3.38370 -10.44302 -1.79829
O 3.63213 -11.81723 -1.88408
C 2.70399 -12.39486 -2.85164
H 1.19725 -9.00344 1.21410
H 0.60155 -10.56508 1.90737
H -0.08387 -10.00352 0.43672
H 2.16422 -9.00020 -0.87285
H 1.22269 -10.20811 -1.67815
H 4.27801 -10.19589 -1.22625
H 3.54024 -9.94751 -2.75645
H 2.56337 -13.47504 -2.89082
H 2.69493 -12.10534 -3.90245
H 1.77430 -12.10323 -2.36306
C -7.90925 -5.65796 -0.90807
O -7.81484 -7.12763 -0.91631
C -6.77048 -7.78566 -0.13992
C -6.88045 -9.27741 -0.49724
O -6.86410 -9.37621 -1.93725
C -7.25871 -10.68690 -2.38637
H -7.69248 -5.53516 0.15307
H -8.95327 -5.37458 -1.04158
H -7.13068 -5.04053 -1.35609
H -6.95532 -7.73166 0.93294
H -5.92070 -7.20566 -0.49988
H -7.73665 -9.74952 -0.01542
H -5.99215 -9.77691 -0.11057
H -7.61265 -11.33827 -1.58729
H -6.32765 -11.11811 -2.75421
H -8.05647 -10.74790 -3.12663
*
```

Mulliken population analysis, charges in e, atoms 1 to 8:
1 C -0.541
2 C -0.466
3 C 0.610
4 C -0.585
5 C -0.570
6 C 0.734
7 O -0.513
8 O -0.509